Density functional theory data (wB97M-V/def2-TZVPD) for C34H57F3N2O2SiY as an isolated structure in a non-equilibrium geometry.

The calculated total energy comes out at -2216.958006 Ha. As for the energy relative to the best compared isomer or geometry (same formula, charge and spin): 2.233 eV. The maximum force comes out at 0.0688 hartree/bohr. As for the lowest unoccupied orbital energy: -1.94 eV. As for the charge: +1. For the orbital gap, the calculation gives 8.5 eV.

Positions of all 100 atoms, in Å:
O  2.94  -2.98  -3.04
O  4.50  -4.06  -1.74
C  1.54  -3.36  -2.86
C  0.64  -2.74  -3.89
H  1.24  -3.08  -1.84
H  1.54  -4.45  -2.95
H  0.46  -1.68  -3.70
H  -0.34  -3.24  -3.85
H  1.04  -2.87  -4.90
C  3.21  -1.56  -3.36
C  4.69  -1.42  -3.56
H  2.83  -0.92  -2.55
H  2.65  -1.33  -4.28
H  5.24  -1.64  -2.64
H  4.93  -0.39  -3.86
H  5.03  -2.08  -4.36
C  4.38  -3.65  -0.33
C  4.52  -5.51  -2.02
C  4.82  -2.23  -0.19
H  5.02  -4.33  0.24
H  3.33  -3.78  -0.02
H  5.87  -2.13  -0.52
H  4.78  -1.92  0.86
H  4.19  -1.53  -0.76
C  5.86  -5.86  -2.60
H  3.71  -5.70  -2.74
H  4.32  -6.04  -1.08
H  6.10  -5.23  -3.46
H  5.84  -6.90  -2.94
H  6.66  -5.76  -1.86
H  3.77  -3.52  -2.39
N  -0.43  1.22  0.04
C  -0.75  2.40  0.63
C  -0.55  2.68  1.99
C  0.12  1.90  2.95
C  -1.30  3.50  -0.25
H  -1.99  3.11  -1.01
H  -0.49  4.04  -0.76
H  -1.85  4.21  0.37
C  0.71  2.55  4.17
H  1.81  2.54  4.14
H  0.39  2.05  5.09
H  0.37  3.59  4.21
N  0.22  0.56  2.86
C  -0.14  1.13  -1.36
C  -1.03  0.42  -2.18
C  -2.15  -0.36  -1.54
C  -0.84  0.47  -3.57
H  -1.57  -0.03  -4.22
C  0.26  1.14  -4.10
H  0.41  1.16  -5.18
C  1.17  1.78  -3.27
H  2.04  2.30  -3.68
C  0.98  1.79  -1.88
C  1.94  2.51  -0.99
C  1.15  -0.20  3.64
C  0.66  -0.95  4.73
C  -0.73  -0.73  5.25
C  1.48  -1.93  5.29
H  1.10  -2.55  6.10
C  2.79  -2.10  4.83
H  3.42  -2.87  5.28
C  3.31  -1.28  3.83
H  4.35  -1.37  3.52
C  2.50  -0.31  3.23
C  3.01  0.49  2.07
Y  -1.00  -0.59  1.32
H  -1.79  -1.32  -1.11
H  -2.90  -0.64  -2.29
H  -2.68  0.23  -0.77
H  2.14  1.96  -0.06
H  1.59  3.52  -0.73
H  2.90  2.63  -1.51
H  -0.79  -1.09  6.29
H  -1.51  -1.28  4.68
H  -1.01  0.33  5.25
H  2.67  1.53  2.11
H  2.71  0.07  1.10
H  4.11  0.51  2.08
H  -0.86  3.67  2.32
C  0.47  -2.09  1.11
Si  -0.01  -3.82  1.61
H  1.29  -1.82  1.81
H  0.96  -2.11  0.11
C  -0.71  -4.70  0.11
C  -1.22  -3.85  3.04
C  1.50  -4.75  2.22
H  1.20  -5.71  2.65
H  2.03  -4.18  3.00
H  2.22  -4.95  1.40
H  -1.72  -4.34  -0.12
H  -0.76  -5.77  0.34
H  -0.08  -4.56  -0.77
H  -2.17  -3.34  2.85
H  -0.77  -3.43  3.95
H  -1.44  -4.91  3.24
F  -4.30  -0.10  1.38
C  -3.45  -1.16  1.70
F  -3.85  -1.54  2.98
F  -3.90  -2.22  0.89